C25H19F5IrN7O3S3 as an isolated structure. Source: the OMol25 dataset; level of theory: the ωB97M-V functional and the def2-TZVPD basis.

- frontier orbital gap (alpha / beta) (Ha) = 0.232 / 0.114
- molecular weight (g/mol) = 848.88
- HOMO (alpha / beta) (eV) = -7.12 / -7.12
- multiplicity = 5
- LUMO (alpha / beta) (eV) = -0.8 / -4.0
- expectation value of S² = 6.05
- total charge = 0
- calculated total energy (a.u.) = -3371.19083

Element x y z (Å)
Ir1 -0.1409 1.2367 0.1491
C1 1.7928 4.9882 4.1973
C2 0.3064 4.8157 3.9217
N1 0.0045 4.8810 2.5002
C3 -0.0630 3.8296 1.6759
S1 -0.0784 2.2084 2.2650
N2 -0.1576 4.1574 0.3665
N3 -0.1865 3.1195 -0.4437
C4 -0.5641 3.3184 -1.7981
C5 -0.7535 4.6849 -2.3462
C6 -0.7238 2.1412 -2.5232
C7 -1.0578 2.1261 -3.9009
C8 -1.1348 0.9375 -4.5755
C9 -0.8769 -0.2581 -3.8931
C10 -0.5648 -0.2009 -2.5469
N4 -0.4943 0.9387 -1.8639
H1 1.9824 4.9592 5.2703
H2 2.1558 5.9440 3.8169
H3 2.3652 4.1884 3.7263
H4 -0.2811 5.5847 4.4234
H5 -0.0465 3.8556 4.2936
H6 0.0969 5.7714 2.0328
H7 -0.6567 5.4237 -1.5577
H8 -1.7370 4.7896 -2.8083
H9 -0.0053 4.8992 -3.1148
H10 -1.2416 3.0641 -4.4046
H11 -1.3904 0.9208 -5.6261
H12 -0.9229 -1.2164 -4.3882
H13 -0.3586 -1.1020 -1.9836
O1 -5.0638 -5.7061 -0.3880
S2 -4.7096 -6.8758 0.3885
O2 -4.0493 -7.9303 -0.3534
O3 -5.7009 -7.3051 1.3497
C11 -3.3449 -6.2831 1.4590
N5 -2.8567 -7.1255 2.3740
C12 -1.8540 -6.6865 3.1107
C13 -1.2957 -5.4164 2.9611
C14 -1.8766 -4.6301 1.9828
N6 -2.8961 -5.0595 1.2479
C15 -1.4228 -3.2593 1.6329
C16 -0.2609 -2.6739 2.1267
C17 0.1122 -1.4224 1.6852
N7 -0.6080 -0.7311 0.7900
C18 -1.7537 -1.2778 0.3420
C19 -2.1862 -2.5225 0.7270
H14 -1.4627 -7.3692 3.8586
H15 -0.4737 -5.0938 3.5837
H16 0.3770 -3.1857 2.8326
H17 1.0229 -0.9554 2.0340
H18 -2.3241 -0.6842 -0.3609
H19 -3.0958 -2.9561 0.3317
F1 5.9676 -0.0849 -4.0856
C20 5.1145 0.1611 -3.1049
C21 4.0219 0.9845 -3.3277
F2 3.8408 1.5369 -4.5247
C22 3.1345 1.2331 -2.3010
F3 2.1259 2.0689 -2.5411
C23 3.2916 0.6810 -1.0297
S3 2.2099 0.9393 0.3040
C24 4.4211 -0.1271 -0.8358
F4 4.6411 -0.6777 0.3538
C25 5.3176 -0.3952 -1.8501
F5 6.3695 -1.1767 -1.6371

Want to see where the charge sits? The natural (NBO) charges in e are: Ir 0.78; C -0.62; C -0.23; N -0.52; C 0.24; S -0.09; N -0.25; N -0.33; C 0.28; C -0.69; C 0.06; C -0.18; C -0.17; C -0.25; C 0.07; N -0.48; H 0.23; H 0.21; H 0.22; H 0.21; H 0.23; H 0.41; H 0.26; H 0.24; H 0.24; H 0.23; H 0.23; H 0.24; H 0.22; O -1.01; S 2.40; O -1.00; O -0.99; C 0.16; N -0.39; C 0.08; C -0.29; C 0.15; N -0.44; C 0.03; C -0.23; C 0.05; N -0.50; C 0.02; C -0.16; H 0.19; H 0.21; H 0.23; H 0.22; H 0.21; H 0.28; F -0.27; C 0.30; C 0.30; F -0.29; C 0.34; F -0.30; C -0.35; S 0.15; C 0.37; F -0.28; C 0.26; F -0.27